Entry 1:
Computed, not measured: a single C3H5BrO2S molecule at a distorted geometry, with ωB97M-V with the def2-TZVPD basis set.

CARTESIAN COORDINATES (ANGSTROEM)
C  -0.889040  0.454128  0.042050
C  0.611315  0.081211  0.051909
C  1.275233  -0.906751  -0.597791
S  2.991786  -0.800823  -0.330616
O  3.335312  0.227288  0.605659
O  3.735375  -0.955337  -1.572035
Br  3.166760  -2.713398  0.651385
H  -1.050973  1.636172  0.152107
H  -1.476301  0.138783  -0.792168
H  -1.364972  0.103843  0.888303
H  1.232628  0.732644  0.552387
H  1.072427  -1.643805  -1.253197

Atomic forces in eV per Å
C 1.7 3.1 -0.7
C -2.3 -1.8 -2.5
C 0.2 4.3 2.7
S 1.5 0.0 -1.5
O -0.1 -0.2 -0.2
O -1.0 0.4 1.3
Br 0.4 -1.0 0.7
H 0.7 -2.5 -0.5
H 0.0 -0.4 -0.8
H -0.8 -1.0 2.0
H 1.1 1.3 1.4
H -1.3 -2.3 -2.0

Properties
SMILES: C/C=C/S(=O)(=O)Br
Gap between HOMO and LUMO (Eh): 0.3916
E_HOMO (eV): -10.54
Spin multiplicity: 1
E_LUMO (eV): 0.12
Relative energy (zero: lowest compared OMol25 entry of this formula, charge and spin) (kcal/mol): 7.9

***

Entry 2:
Computed, not measured: 8 unconnected molecules or ions with the total composition H14NO10 at a distorted geometry, with ωB97M-V with the def2-TZVPD basis set.

CARTESIAN COORDINATES (ANGSTROEM)
N  25.074100  -4.294020  15.637060
O  24.632790  -5.394760  15.355340
O  24.335840  -3.484840  16.285250
O  26.116500  -3.957660  15.286660
O  23.167060  -0.934120  15.554630
H  23.410860  -1.848930  15.695710
H  23.923700  -0.549610  15.112060
O  25.811690  -7.200530  17.554650
H  25.511290  -6.670530  16.816350
H  25.486030  -8.080730  17.366420
O  28.588720  -5.204200  15.755570
H  27.640540  -5.193660  15.624900
H  28.902140  -4.421480  15.302410
O  25.421770  -6.557580  12.747240
H  26.345950  -6.474480  12.982200
H  24.955340  -6.490370  13.580400
O  27.580720  -2.906760  13.204410
H  27.055980  -3.394540  13.839190
H  27.177000  -3.102020  12.358760
O  21.298790  -4.531510  14.249240
H  20.800380  -3.855730  13.789730
H  22.121960  -4.103830  14.485260
O  24.256320  -3.128910  19.403230
H  25.068740  -3.372900  19.846700
H  24.503700  -3.035810  18.483250

Atomic forces in eV per Å
N -3.3 -1.1 0.4
O -1.2 0.0 0.8
O 0.1 -1.0 -0.1
O 3.8 2.0 -0.6
O -0.2 0.0 0.0
H -0.1 0.0 0.0
H 0.2 0.2 -0.1
O 0.2 0.2 0.2
H -0.1 -0.1 -0.1
H -0.1 -0.3 0.0
O 0.1 -0.3 0.2
H 0.1 -0.1 0.0
H 0.2 0.3 -0.2
O -0.1 0.1 -0.2
H 0.3 -0.1 0.0
H -0.2 -0.1 0.1
O 0.2 0.1 0.1
H 0.1 0.1 -0.2
H 0.0 0.0 -0.3
O 0.1 -0.3 0.1
H -0.2 0.2 -0.1
H 0.1 0.1 0.0
O -0.2 0.0 0.0
H 0.2 -0.1 0.2
H 0.0 0.1 -0.1

Properties
Gap between HOMO and LUMO (alpha / beta) (Eh): 0.3533 / 0.1949
E_HOMO (alpha / beta) (eV): -11.85 / -11.84
Spin multiplicity: 2
E_LUMO (alpha / beta) (eV): -2.23 / -6.53

***

Entry 3:
Computed, not measured: 2 unconnected molecules or ions with the total composition C3H2N4 at a distorted geometry, with ωB97M-V with the def2-TZVPD basis set.

CARTESIAN COORDINATES (ANGSTROEM)
N  -1.136813  2.751150  -0.459297
C  -0.719316  1.683778  -0.642516
C  -0.174132  0.416055  -0.983930
C  0.657815  -0.314654  -0.272390
N  1.350545  -1.155226  0.249574
H  0.943264  0.435093  -1.495286
H  2.339404  -1.214129  0.083728
N  -1.747343  -1.698792  2.122457
N  -1.513426  -0.903274  1.397661

Atomic forces in eV per Å
N 0.3 -1.2 -0.1
C 0.0 1.0 0.0
C 1.9 0.4 -0.6
C -0.4 -0.9 1.5
N -0.2 -0.2 -0.4
H -1.7 0.9 -1.0
H 0.3 0.1 0.4
N 0.4 1.3 -1.2
N -0.5 -1.4 1.4

Properties
SMILES: N#CC=C=N.N#N
Gap between HOMO and LUMO (Eh): 0.3676
E_HOMO (eV): -9.74
Spin multiplicity: 1
E_LUMO (eV): 0.26
Relative energy (zero: lowest compared OMol25 entry of this formula, charge and spin) (kcal/mol): 45.3

***

Entry 4:
Computed, not measured: a molecular structure, C29H57AlFO6 at a distorted geometry, with ωB97M-V with the def2-TZVPD basis set.

CARTESIAN COORDINATES (ANGSTROEM)
C  2.292149  -2.568081  5.657180
C  2.228830  -1.936164  4.490644
Al  2.467539  -1.136070  2.579513
C  1.774668  0.785796  2.683567
C  0.201235  0.719987  3.137359
C  -0.703818  1.868155  2.453676
C  -2.144990  1.359870  1.916351
C  -2.067554  0.168028  0.835028
C  -3.588978  -0.388922  0.593539
C  -4.237467  -1.029046  1.941834
C  -5.087636  -2.380141  1.631801
O  -5.882674  -2.283625  0.407195
C  -7.244576  -1.956736  0.809776
C  4.478808  -1.273336  2.101107
C  4.772883  -1.357416  0.517655
C  5.364179  0.061766  -0.030675
F  3.612200  -1.764519  -0.249615
H  2.734260  -3.069055  6.600160
H  1.555576  -1.917586  1.544575
H  1.845394  1.269873  1.638933
H  2.392614  1.352534  3.485418
H  0.218977  0.919285  4.284054
H  -0.263155  -0.316326  2.949378
H  -0.140717  2.425099  1.616116
H  -0.929968  2.671507  3.267240
H  -2.629806  2.276994  1.391515
H  -2.776667  1.113019  2.839959
H  -1.750127  0.617511  -0.186914
H  -1.384696  -0.705532  1.129111
H  -4.232637  0.494370  0.240129
H  -3.608249  -1.210445  -0.223550
H  -3.365314  -1.244009  2.681466
H  -4.902980  -0.225521  2.418136
H  -5.757146  -2.612505  2.556550
H  -4.337270  -3.255919  1.522521
H  -7.326126  -0.978482  1.413312
H  -7.633276  -2.815017  1.480786
H  -7.878924  -1.912831  -0.142935
H  5.068804  -0.393366  2.544170
H  4.829351  -2.280669  2.560998
H  5.647457  -2.114797  0.391122
H  6.133346  -0.181440  -0.863066
H  4.526135  0.726148  -0.440085
H  5.956867  0.559467  0.833541
C  1.675331  2.479381  -1.654337
C  0.322311  3.108194  -1.461373
O  -0.611136  2.473623  -1.002289
C  0.166093  4.553200  -1.857467
H  1.640145  1.437395  -1.326173
H  1.949865  2.504739  -2.711779
H  2.420289  3.009735  -1.056269
H  0.373510  4.670560  -2.923548
H  0.844051  5.175165  -1.268703
H  -0.860745  4.873014  -1.662900
C  -6.824148  2.826128  3.259461
C  -5.393483  3.171032  3.580182
O  -4.604793  2.319573  3.944878
C  -4.976851  4.610386  3.431649
H  -6.980907  1.755308  3.410811
H  -7.496518  3.375571  3.922289
H  -7.039765  3.067437  2.216116
H  -5.567037  5.239292  4.102209
H  -5.110397  4.930922  2.395996
H  -3.921408  4.710525  3.695889
C  3.590393  3.882086  -6.372261
C  3.498887  2.585212  -5.612674
O  2.902970  2.513193  -4.552645
C  4.172131  1.380513  -6.213813
H  3.060286  4.662615  -5.821086
H  4.636521  4.177456  -6.478446
H  3.126499  3.770753  -7.354947
H  5.244111  1.564634  -6.312987
H  3.733839  1.158119  -7.189567
H  4.024164  0.518562  -5.558724
C  0.489582  0.695120  -9.427651
C  1.802707  0.160291  -9.934594
O  2.593090  0.877220  -10.523500
C  2.101668  -1.294268  -9.685613
H  0.409958  1.755763  -9.677966
H  -0.336998  0.160822  -9.901101
H  0.438333  0.587006  -8.341852
H  1.346842  -1.917139  -10.170601
H  2.122212  -1.490976  -8.611371
H  3.080237  -1.539490  -10.105236
C  1.236236  -7.088261  5.113477
C  1.968383  -7.660743  6.297618
O  1.959261  -8.858123  6.530916
C  2.712741  -6.697308  7.182972
H  0.745794  -7.896795  4.565857
H  0.474714  -6.382850  5.452813
H  1.942034  -6.590397  4.445045
H  2.016005  -5.974889  7.613713
H  3.483806  -6.182543  6.605611
H  3.192688  -7.248648  7.995400

Atomic forces in eV per Å
C 1.0 2.6 -4.9
C 0.6 -3.7 6.4
Al 0.0 0.7 0.4
C -0.7 0.1 0.3
C 0.7 0.9 0.4
C -0.5 0.3 0.4
C 0.9 0.5 -0.2
C -1.6 0.4 -0.5
C 0.5 -0.5 0.3
C 0.1 0.3 -0.6
C 1.3 0.2 0.9
O -0.9 0.4 2.2
C -0.3 -0.6 -0.2
C 0.3 -0.8 -0.7
C 1.5 1.0 1.4
C 0.2 -1.0 -0.1
F 1.8 0.5 0.8
H -1.3 1.2 -2.1
H -0.2 -0.3 0.0
H 0.0 -0.4 1.6
H -1.0 -0.5 -1.5
H -0.3 -0.6 -1.9
H 0.7 1.5 0.3
H -0.8 -1.1 1.2
H 0.4 -1.2 -1.4
H 0.6 -1.5 0.8
H 0.8 0.1 -1.5
H -0.2 -0.9 1.9
H -0.9 1.4 -0.4
H 0.9 -1.3 0.4
H 0.1 1.5 1.2
H -1.6 0.1 -1.2
H 0.9 -1.3 -0.5
H 1.0 0.3 -1.6
H -1.3 1.4 -0.1
H 0.3 -1.3 -1.0
H 0.4 1.3 -1.0
H 0.9 0.1 1.4
H -0.7 -1.4 -0.6
H -0.3 1.7 -0.6
H -1.9 0.9 -0.4
H -1.4 0.6 1.1
H 1.3 -0.9 0.7
H -1.2 -0.7 -1.5
C -0.2 -0.3 0.1
C -0.4 -0.7 0.4
O 0.4 0.6 -0.4
C -0.4 0.1 0.1
H 0.0 0.2 0.0
H 0.1 0.2 0.3
H 0.1 0.1 -0.2
H 0.2 0.1 0.1
H 0.1 0.0 -0.2
H 0.1 -0.1 0.0
C 0.0 -0.4 0.0
C 0.7 -0.7 0.3
O -0.6 0.6 -0.1
C 0.4 0.0 0.1
H 0.1 0.2 0.0
H 0.0 0.1 -0.2
H -0.1 0.1 0.1
H -0.1 0.1 -0.2
H -0.1 0.1 0.1
H -0.2 -0.1 -0.1
C -0.2 0.3 0.3
C -0.4 -0.1 0.7
O 0.4 0.1 -0.9
C -0.1 -0.3 0.3
H 0.1 -0.1 -0.1
H 0.0 -0.1 -0.2
H 0.2 0.0 -0.1
H -0.1 0.0 -0.2
H 0.2 0.1 -0.1
H 0.0 0.2 -0.1
C 0.1 0.4 -0.1
C 0.5 0.5 -0.4
O -0.4 -0.4 0.4
C 0.4 0.0 -0.2
H 0.0 -0.2 0.0
H 0.0 -0.1 0.2
H -0.2 -0.2 -0.1
H -0.1 0.0 0.2
H -0.2 -0.1 -0.1
H -0.1 0.1 0.1
C -0.1 -0.4 -0.1
C -0.1 -0.8 0.1
O 0.0 0.6 -0.1
C 0.2 -0.3 0.3
H 0.1 0.1 0.1
H 0.2 0.2 -0.1
H -0.1 0.2 0.1
H 0.1 0.2 -0.2
H -0.2 0.2 0.0
H -0.1 0.0 -0.1

Properties
Gap between HOMO and LUMO (Eh): 0.2345
E_HOMO (eV): -4.58
Net charge: -1
Spin multiplicity: 1
E_LUMO (eV): 1.80

***

Entry 5:
Computed, not measured: 3 unconnected molecules or ions with the total composition C2H12N2O2, with ωB97M-V with the def2-TZVPD basis set.

CARTESIAN COORDINATES (ANGSTROEM)
C  -0.494922  0.419642  2.072442
N  -0.065338  -0.689982  1.217961
C  -0.642035  -0.615905  -0.144840
N  0.014391  0.389818  -0.966366
H  -0.227806  0.186432  3.098170
H  -1.569005  0.609654  1.985170
H  0.029347  1.330036  1.781852
H  -0.438390  -1.538736  1.630894
H  -0.485521  -1.593356  -0.616905
H  -1.718662  -0.390982  -0.119117
H  1.017614  0.287591  -0.828577
H  -0.187712  1.314888  -0.582346
O  -1.804048  0.774644  -3.283271
H  -1.072884  0.793298  -2.641829
H  -1.455581  1.193975  -4.081645
O  2.800830  -0.382039  1.399549
H  3.405826  -0.993610  0.966037
H  1.907250  -0.748957  1.257487

Atomic forces in eV per Å
C 0.2 0.0 -0.3
N -0.7 -0.3 -0.3
C 0.4 0.0 0.1
N 0.0 0.5 0.4
H 0.0 0.1 0.1
H -0.1 0.0 0.1
H 0.1 0.0 0.1
H 0.2 -0.1 0.0
H -0.1 0.2 0.1
H 0.1 -0.1 0.0
H 0.0 -0.1 -0.2
H -0.1 -0.2 -0.1
O 0.1 0.2 -0.2
H 0.0 -0.2 0.0
H -0.1 -0.1 0.3
O 0.1 -0.2 -0.2
H 0.0 0.1 0.1
H -0.1 0.2 0.1

Properties
SMILES: CNCN.O.O
Gap between HOMO and LUMO (Eh): 0.3967
E_HOMO (eV): -9.97
Spin multiplicity: 1
E_LUMO (eV): 0.83
Relative energy (zero: lowest compared OMol25 entry of this formula, charge and spin) (kcal/mol): 7.5

***

Entry 6:
Computed, not measured: a molecular structure, C3H3N2S at a distorted geometry, with ωB97M-V with the def2-TZVPD basis set.

CARTESIAN COORDINATES (ANGSTROEM)
C  0.090317  1.505495  -0.249191
C  1.564159  0.200207  0.006861
C  0.193359  -0.546471  -0.008315
N  1.332604  1.460439  0.069364
N  -0.724704  0.506451  0.062726
S  -2.455272  0.254967  -0.108993
H  2.465010  -0.347227  -0.118806
H  0.006204  -1.546050  0.009690
H  -2.746137  1.482369  0.278989

Atomic forces in eV per Å
C -2.4 4.0 2.1
C -2.6 -3.7 0.1
C 2.0 4.2 0.9
N 1.4 1.1 -1.8
N 1.0 -3.3 -1.9
S 0.5 -0.3 -0.3
H 1.0 0.0 0.4
H -0.8 -2.6 0.2
H -0.1 0.6 0.3

Properties
Gap between HOMO and LUMO (alpha / beta) (Eh): 0.3577 / 0.2582
E_HOMO (alpha / beta) (eV): -14.84 / -15.10
Net charge: +1
Spin multiplicity: 3
E_LUMO (alpha / beta) (eV): -5.10 / -8.08
Relative energy (zero: lowest compared OMol25 entry of this formula, charge and spin) (kcal/mol): 10.2